{
  "formula": "C4H6N3",
  "method": "ωB97M-V/def2-TZVPD",
  "fmax_ev_per_a": 4.878,
  "charge": 1,
  "gap_ev": 9.486,
  "de_lowest_kcal_mol": 71.96,
  "smiles": "C1=[NH+][C@@H]2C[C@@H]2N=N1",
  "homo_ev": -14.69,
  "symbols": ["C", "C", "C", "C", "N", "N", "N", "H", "H", "H", "H", "H", "H"],
  "coordinates": [[-0.2850, -1.7037, -0.1694], [-0.7084, 1.1430, 0.2921], [0.1011, 1.0201, -0.9481], [0.4560, 0.3477, 0.7724], [-0.3959, -1.1494, -1.3355], [0.1151, -0.0416, -1.6659], [0.4471, -0.9464, 0.7327], [-0.7867, -2.6744, 0.0708], [-0.5991, 2.2124, 0.6801], [-1.7485, 0.6898, 0.2612], [0.8372, 1.7639, -1.3329], [1.3685, 0.7376, 1.2749], [1.1985, -1.3990, 1.3676]],
  "forces_ev_per_a": [[-0.600, 0.531, 0.146], [0.464, 1.505, 1.021], [1.255, 1.443, -1.307], [-0.290, 1.675, 1.018], [-1.448, -1.630, 0.007], [0.837, -0.270, -1.231], [1.808, -3.864, 2.365], [0.971, 0.971, -0.238], [-0.719, -1.597, -0.499], [1.490, 0.425, 0.193], [-1.092, -0.078, 0.635], [-1.039, 0.353, -0.483], [-1.637, 0.536, -1.629]],
  "mulliken_charge": [-0.090, -0.496, -0.034, -0.061, -0.182, -0.174, -0.124, 0.383, 0.284, 0.292, 0.437, 0.409, 0.355]
}

{
  "formula": "C4H6N3O",
  "method": "ωB97M-V/def2-TZVPD",
  "fmax_ev_per_a": 2.860,
  "charge": 1,
  "gap_ev": 9.111,
  "de_lowest_kcal_mol": 75.02,
  "smiles": "C[N+]1=COC=NN=C1",
  "homo_ev": -14.74,
  "symbols": ["C", "C", "C", "C", "N", "N", "N", "O", "H", "H", "H", "H", "H", "H"],
  "coordinates": [[-0.1338, -1.2231, 0.0386], [1.9632, 0.0536, -1.3360], [-0.0467, 1.0483, -0.4746], [-1.4680, 0.3189, 1.3528], [0.8208, -1.6773, -0.5862], [1.9754, -1.1325, -0.9246], [-0.3066, 0.1825, 0.4507], [0.8453, 0.9037, -1.3818], [-0.8956, -1.9274, 0.1783], [2.9145, 0.3042, -1.7941], [-0.5587, 1.9296, -0.5066], [-1.1491, 1.0185, 2.0332], [-1.5320, -0.4713, 2.0034], [-2.4287, 0.6723, 0.9469]],
  "forces_ev_per_a": [[1.239, 0.614, -0.092], [1.321, -1.400, -0.206], [1.290, -1.884, 0.685], [-0.062, 2.055, -1.149], [-0.184, -2.049, -0.482], [0.309, 1.169, 0.435], [-1.402, -1.951, -0.484], [0.537, 0.553, -1.053], [-1.755, -0.187, 0.698], [-0.525, 1.450, -0.142], [-1.378, 2.501, -0.146], [0.451, 2.299, 1.590], [-0.396, -2.594, 0.731], [0.556, -0.576, -0.383]],
  "mulliken_charge": [-0.089, 0.030, 0.187, -1.143, -0.093, -0.327, -0.006, -0.287, 0.491, 0.414, 0.492, 0.477, 0.503, 0.350]
}

{
  "formula": "C4H6N3O2",
  "method": "ωB97M-V/def2-TZVPD",
  "fmax_ev_per_a": 1.821,
  "charge": -1,
  "gap_ev": [6.928, 8.093],
  "de_lowest_kcal_mol": 91.14,
  "homo_ev": [-3.60, -4.24],
  "symbols": ["C", "C", "C", "C", "N", "N", "N", "O", "O", "H", "H", "H", "H", "H", "H"],
  "coordinates": [[-1.5790, 0.5503, -0.2177], [0.0887, -2.4119, -1.4222], [-0.6800, 1.2319, 0.9616], [1.6037, 0.7003, 0.6326], [-1.3062, -0.5920, -0.6091], [-0.5296, -1.4828, -0.3515], [0.3849, 0.4967, 1.3569], [1.2637, -2.6342, -1.2589], [-0.7672, -2.7646, -2.2135], [-2.4397, 1.1003, -0.5404], [-0.4718, 2.2335, 0.5238], [-1.4068, 1.3217, 1.7785], [2.0572, -0.2673, 0.4179], [1.4716, 1.2508, -0.3128], [2.3105, 1.2672, 1.2548]],
  "forces_ev_per_a": [[0.540, 1.322, 1.079], [-0.746, 0.565, -0.259], [-1.303, 0.713, -0.920], [0.090, 0.085, -0.210], [-0.793, -0.375, -1.343], [0.870, -0.802, 1.385], [0.698, -1.002, 0.453], [1.280, -0.125, 0.381], [-0.531, -0.422, -0.644], [-0.374, 0.020, -0.105], [0.152, -0.133, 0.253], [-0.007, 0.157, -0.009], [0.073, 0.022, -0.077], [0.030, -0.059, 0.007], [0.022, 0.035, 0.009]],
  "mulliken_charge": [-0.378, 0.600, -0.224, -0.803, 0.321, -0.559, -0.506, -0.649, -0.648, 0.378, 0.288, 0.296, 0.280, 0.306, 0.298]
}

{
  "formula": "C4H6N3O3P",
  "method": "ωB97M-V/def2-TZVPD",
  "fmax_ev_per_a": 5.540,
  "gap_ev": 10.139,
  "de_lowest_kcal_mol": 91.99,
  "smiles": "COP(C#N)NC=O.C1=NO1",
  "homo_ev": -9.56,
  "symbols": ["C", "C", "C", "C", "N", "N", "N", "O", "O", "O", "P", "H", "H", "H", "H", "H", "H"],
  "coordinates": [[2.7586, 0.2069, -0.4314], [-2.2482, 1.1368, -0.5474], [-0.0226, 1.8072, 1.4569], [-0.0897, -2.4754, -0.6382], [3.8815, 0.4220, -0.3706], [-1.7518, 1.0444, -1.6619], [0.7394, 0.7732, 1.0874], [-1.6558, -0.0463, -0.6151], [-0.9918, 2.1738, 0.8066], [0.9257, -1.3689, -0.4063], [0.8834, 0.1957, -0.6032], [-3.0952, 1.5445, 0.1363], [0.1777, 2.2183, 2.4304], [0.1969, -2.9198, -1.6392], [-1.1284, -1.9638, -0.7374], [-0.0981, -3.1994, 0.0921], [1.5184, 0.4509, 1.6411]],
  "forces_ev_per_a": [[-1.376, 0.534, -0.268], [-3.362, 1.371, 1.964], [-0.915, -0.847, -0.278], [-0.968, 3.939, -3.774], [0.815, -0.039, 0.072], [-0.210, 1.945, -3.018], [0.883, -0.689, -1.102], [0.727, -2.687, 1.875], [0.390, 0.876, 0.540], [-1.079, -3.264, 0.499], [0.751, 0.627, 0.460], [2.016, -0.596, -1.554], [0.351, 0.425, 0.601], [-0.365, 0.444, 1.248], [1.916, -1.281, 0.203], [0.538, -1.174, 1.976], [-0.113, 0.417, 0.559]],
  "mulliken_charge": [0.205, 0.637, 0.073, -0.495, -0.433, -0.465, -0.188, -0.461, -0.589, -0.254, 0.222, 0.262, 0.395, 0.234, 0.271, 0.282, 0.303]
}

{
  "formula": "C4H6N3OS",
  "method": "ωB97M-V/def2-TZVPD",
  "fmax_ev_per_a": 5.307,
  "charge": -1,
  "gap_ev": 6.431,
  "de_lowest_kcal_mol": 42.51,
  "smiles": "[H]/N=C(\\[N-]C)NC(=O)C=S",
  "homo_ev": -3.66,
  "symbols": ["C", "C", "C", "C", "N", "N", "N", "O", "S", "H", "H", "H", "H", "H", "H"],
  "coordinates": [[0.9051, 0.9434, -1.8371], [-0.7854, 0.1514, -0.0374], [1.9955, 0.6103, -0.7615], [-0.3860, -1.1783, 1.8534], [-2.0801, 0.3909, -0.0394], [-0.3321, 0.6327, -1.3364], [0.0237, -0.3280, 0.7896], [1.0464, 1.2555, -3.0212], [3.3593, -0.1967, -1.3161], [1.6477, 0.6471, 0.2451], [-0.0290, -2.1139, 1.6702], [0.0418, -0.6884, 2.8146], [-1.4651, -1.1214, 2.0581], [-2.6715, 0.1079, 0.6961], [-1.2703, 0.8876, -1.7780]],
  "forces_ev_per_a": [[-1.231, -1.062, 0.090], [-2.687, 1.455, -1.286], [1.436, -1.364, -3.435], [-0.742, 4.764, 2.217], [-0.485, 0.371, -1.518], [-0.800, 0.862, -0.172], [2.780, -1.372, 0.732], [0.679, 0.245, 1.321], [-1.692, 1.384, 1.120], [0.198, 0.307, 0.837], [0.822, -2.864, 0.031], [-0.285, -1.343, -1.053], [-0.128, -0.537, -0.260], [0.004, -0.597, 1.286], [2.131, -0.250, 0.090]],
  "mulliken_charge": [0.461, 0.468, -0.196, -0.988, -0.879, -0.166, -0.438, -0.650, -0.244, 0.382, 0.312, 0.208, 0.277, 0.139, 0.314]
}

{
  "formula": "C4H6N4",
  "method": "ωB97M-V/def2-TZVPD",
  "fmax_ev_per_a": 5.276,
  "gap_ev": 8.937,
  "de_lowest_kcal_mol": 153.35,
  "smiles": "C=CN1C=NN=CN1",
  "homo_ev": -8.58,
  "symbols": ["C", "C", "C", "C", "H", "H", "H", "H", "H", "H", "N", "N", "N", "N"],
  "coordinates": [[2.1115, -1.1190, 0.2611], [1.2338, -0.3005, -0.3667], [-1.8579, 0.5529, -1.0806], [-0.5858, -0.1243, 1.2082], [2.1498, -1.8191, 1.2670], [3.1039, -1.1125, 0.0143], [1.8359, 0.3860, -1.0509], [-0.5979, 2.3012, -0.5551], [-2.4809, 0.4526, -2.1007], [0.0791, -0.0618, 2.1733], [-0.0014, 0.1233, -0.0447], [-0.6610, 1.1612, -0.6780], [-2.3713, -0.3166, -0.1580], [-1.9578, -0.1236, 1.1108]],
  "forces_ev_per_a": [[-2.150, -1.749, 3.517], [4.354, 1.179, -0.447], [-2.941, -3.366, 1.195], [-3.003, 1.159, 0.306], [-1.464, 1.789, -2.586], [2.172, 0.390, -1.502], [-1.516, -1.012, 0.282], [0.315, -4.111, 0.388], [2.146, 0.989, 2.106], [-1.727, -0.358, -1.868], [-0.046, 0.946, 2.637], [-0.700, 2.287, -2.677], [-0.330, 3.321, -2.682], [4.891, -1.464, 1.331]],
  "mulliken_charge": [-0.908, 0.179, -0.036, -0.025, 0.197, 0.286, 0.237, 0.287, 0.322, 0.352, 0.265, -0.478, -0.396, -0.282]
}